178
Properties=species:S:1:pos:R:3:forces:R:3 method="wB97M-V/def2-TZVPD" homo_ev=-8.6 spin_multiplicity=1 e_tot_ha=-3527.4476 smiles=COC[C@H](C)N.COCCOCCOC.COCCOCCOC.COCCOCCOC.COCCOCCOC.COCCOCCOC.COCCOCCOC.COCCOCCOC
C 2.3870 -6.5800 0.9116 -0.23 1.40 -1.02
O 1.6157 -5.7753 -0.0666 1.54 0.16 1.90
C 1.9842 -4.3543 0.1683 -1.10 -1.61 -1.35
C 1.5453 -3.5612 -1.1015 0.50 -0.98 -0.99
O 1.4184 -4.4983 -2.1955 -0.26 0.36 1.14
C 1.1338 -3.9278 -3.4469 1.59 -0.86 0.80
C 1.6795 -4.9881 -4.4192 -2.19 0.24 0.48
O 1.1719 -6.2733 -3.9440 0.82 0.41 -1.91
C 1.2394 -7.2534 -4.9927 0.32 -0.21 0.54
H 2.1258 -7.6383 0.9143 -0.48 0.28 -0.22
H 2.3049 -6.1308 1.9013 -0.34 -0.21 0.25
H 3.4462 -6.5022 0.6665 0.19 -0.06 -0.21
H 3.0620 -4.2585 0.2993 0.08 -0.12 0.02
H 1.4726 -4.0657 1.0865 0.05 0.44 -0.03
H 2.3692 -2.9436 -1.4590 -0.03 0.72 0.66
H 0.6239 -2.9838 -1.0259 0.01 0.04 0.38
H 1.7060 -3.0103 -3.5845 0.20 0.33 -0.11
H 0.0802 -3.6629 -3.5349 -0.26 -0.34 -0.30
H 2.7586 -4.9492 -4.5680 0.16 -0.28 0.56
H 1.2415 -4.6559 -5.3605 -0.17 -0.67 -0.65
H 2.1309 -7.1412 -5.6097 -0.06 0.46 -0.32
H 0.3292 -7.3072 -5.5901 -0.03 0.45 -0.22
H 1.3761 -8.2633 -4.6061 -0.19 0.10 0.70
C 0.5477 2.5482 0.8751 -0.40 -0.90 0.47
O 0.6552 3.9157 0.7639 1.04 1.14 -1.06
C -0.0425 4.6377 1.7441 -0.18 0.66 -1.85
C -0.0539 6.1579 1.4670 0.02 -0.91 0.37
O -0.7504 6.5412 0.2821 0.42 -0.16 -0.33
C -0.6177 7.9452 -0.0529 -1.30 -0.49 0.60
C -1.3874 8.3520 -1.3432 0.48 -1.30 1.39
O -0.8983 7.5586 -2.3682 -0.47 0.09 -2.17
C -1.5721 7.8164 -3.6423 0.91 -0.07 0.90
H -0.4943 2.2426 0.7805 -0.34 -0.20 0.23
H 0.9564 2.2095 1.8271 -0.06 -0.24 0.29
H 1.0714 1.9930 0.0969 0.31 0.54 -0.24
H 0.4450 4.4846 2.7069 -0.42 -0.05 0.38
H -1.0849 4.3314 1.6560 -0.30 -0.27 0.87
H 0.9654 6.5396 1.5246 0.14 0.21 -0.38
H -0.5604 6.4413 2.3897 -0.38 0.96 0.00
H 0.4388 8.2133 -0.0581 -0.02 0.18 -0.17
H -1.1779 8.4209 0.7521 0.44 0.79 0.24
H -1.2978 9.4214 -1.5343 0.40 0.24 0.02
H -2.4520 8.1698 -1.1966 -0.31 -0.16 0.19
H -1.8505 8.8682 -3.7069 0.05 0.11 -0.06
H -2.4688 7.2152 -3.7925 -0.05 -0.19 0.31
H -0.8514 7.5837 -4.4262 -0.07 0.01 0.04
C -3.7334 2.5588 0.1172 0.31 -0.65 -1.49
O -2.6585 2.6264 -0.8388 0.06 -0.70 0.26
C -2.2919 3.9146 -1.2650 1.09 1.14 -0.19
C -0.9926 3.9450 -2.1708 -1.92 -1.00 1.08
O -1.3708 3.2963 -3.3449 0.40 -0.59 -2.19
C -0.5181 3.6200 -4.4837 -0.08 -0.24 1.91
C -1.0405 2.8868 -5.6956 0.95 -0.50 0.13
O 0.0211 2.6008 -6.6268 -1.11 2.69 -0.33
C 0.6313 1.3713 -6.7055 -0.32 -0.58 0.12
H -4.0990 1.5357 0.0290 0.13 -0.14 0.28
H -4.5912 3.1260 -0.2441 0.08 0.67 0.41
H -3.4118 2.7306 1.1444 -0.05 0.51 0.02
H -2.0880 4.5243 -0.3848 -0.04 0.35 -0.01
H -3.0959 4.3494 -1.8587 -0.25 0.19 -0.01
H -0.2617 3.3468 -1.6266 0.59 0.31 -0.08
H -0.6640 4.9426 -2.4623 0.03 0.30 0.93
H 0.5154 3.3536 -4.2624 0.20 -0.43 0.01
H -0.4896 4.7069 -4.5613 -0.24 0.22 -0.43
H -1.7987 3.5484 -6.1146 0.07 -0.42 -0.75
H -1.4946 1.9582 -5.3498 -0.18 -0.08 -0.02
H 1.2072 1.3331 -7.6302 0.00 0.15 -0.01
H -0.1536 0.6190 -6.7828 0.21 -0.61 0.29
H 1.3220 1.2203 -5.8759 -0.02 -0.42 0.24
C -1.9850 0.8394 3.7903 -1.15 -1.26 -0.60
O -1.0260 0.9465 4.8215 0.12 1.01 0.03
C -0.6770 2.3328 4.9584 -0.19 -0.15 -1.34
C -1.8709 3.2661 5.2451 0.84 -0.09 1.25
O -2.7640 3.4923 4.2057 -1.23 1.09 -1.64
C -3.8130 4.5050 4.4628 0.75 -0.84 0.65
C -4.6257 4.9574 3.2345 0.06 -0.64 0.11
O -3.8676 5.7524 2.3940 0.67 1.08 -0.88
C -4.4807 6.1329 1.1581 0.54 -1.41 -0.39
H -3.0130 0.9457 4.1367 -0.02 0.59 0.39
H -2.0521 -0.1576 3.3551 0.84 -0.31 0.23
H -1.8533 1.5096 2.9408 0.39 0.33 0.18
H -0.1590 2.6063 4.0392 -0.34 0.33 -0.56
H 0.1470 2.4818 5.6563 -0.57 -0.38 0.80
H -1.4520 4.2089 5.5969 0.16 0.36 0.04
H -2.3510 2.8170 6.1145 -0.48 -0.07 0.23
H -3.3612 5.3464 4.9881 0.21 0.33 -0.30
H -4.4513 4.0410 5.2147 -0.54 0.02 -0.13
H -5.5150 5.5506 3.4478 -0.27 -0.25 1.07
H -4.9829 4.0882 2.6823 -0.01 -0.44 -0.02
H -3.6280 6.1268 0.4792 -0.24 0.66 -0.27
H -5.1290 7.0049 1.0717 0.54 0.68 0.86
H -5.1543 5.3693 0.7692 0.03 -0.67 0.21
C 3.3028 -0.2034 -2.4714 -1.04 0.13 -0.19
O 3.9814 -1.4196 -2.5657 1.87 -0.46 -0.95
C 5.2943 -1.2468 -3.2103 0.34 -0.91 1.07
C 6.0398 -2.6082 -3.4227 -2.57 0.66 1.39
O 6.3922 -3.1471 -2.1751 -0.03 -0.16 0.21
C 7.4690 -2.6073 -1.4808 1.27 0.19 0.63
C 8.8130 -3.0462 -2.0283 -0.64 -2.30 0.04
O 8.9830 -4.4612 -1.5788 -0.57 0.82 -0.40
C 8.5235 -5.4570 -2.5505 1.61 1.32 -0.12
H 2.9798 0.1094 -3.4643 -0.05 0.23 -0.16
H 3.7960 0.6492 -2.0047 0.78 -0.16 0.10
H 2.4108 -0.3816 -1.8709 -0.12 -0.17 -0.07
H 5.8833 -0.7603 -2.4328 0.18 0.90 -0.49
H 5.2259 -0.7347 -4.1701 -0.17 0.40 0.15
H 6.8652 -2.5995 -4.1346 -0.23 0.16 -0.22
H 5.1775 -3.2393 -3.6378 0.42 -0.51 -1.12
H 7.3734 -3.0082 -0.4718 0.12 0.07 0.05
H 7.5334 -1.5259 -1.3601 -0.71 0.47 -0.31
H 9.6456 -2.3999 -1.7505 0.07 -0.42 0.73
H 8.8243 -2.9957 -3.1170 -0.13 -0.23 -0.28
H 9.3372 -5.3554 -3.2686 -0.36 -0.65 -0.83
H 7.5566 -5.2708 -3.0179 -0.04 0.28 0.30
H 8.5490 -6.4729 -2.1563 0.02 0.34 0.51
C -3.2301 -3.1932 2.3873 -0.52 0.49 -0.13
O -3.9993 -1.9689 2.4959 0.36 -0.12 0.07
C -5.0199 -1.9270 1.5380 -2.18 -1.18 -0.14
C -6.2573 -2.8336 1.9305 1.57 1.05 -0.41
O -7.0023 -2.2758 2.9813 0.07 -0.44 0.35
C -7.8187 -3.2441 3.6493 -0.40 0.78 -0.39
C -8.8832 -2.4808 4.3902 0.42 0.10 1.11
O -8.3417 -2.1652 5.6715 -1.39 1.30 1.55
C -9.1708 -1.2130 6.4753 1.84 -0.47 -0.56
H -2.9272 -3.2927 1.3450 0.28 -0.21 0.00
H -3.8136 -4.0659 2.6807 -0.20 -0.01 -0.08
H -2.3649 -3.1865 3.0503 -0.09 0.56 -0.11
H -4.6913 -2.2038 0.5362 0.41 -1.00 -0.06
H -5.4371 -0.9663 1.2363 0.36 0.86 1.27
H -5.8049 -3.7805 2.2253 -0.47 -0.39 -0.14
H -6.8963 -2.8915 1.0493 -0.02 -0.52 -0.23
H -7.2504 -3.8690 4.3382 0.19 0.00 0.01
H -8.3607 -3.8831 2.9521 0.28 -0.17 -0.48
H -9.7794 -3.0906 4.5044 -0.22 -0.05 -0.01
H -9.1077 -1.5728 3.8305 -0.18 0.10 -0.08
H -9.3084 -0.3151 5.8729 -0.77 -0.18 -0.11
H -8.6043 -0.8457 7.3310 0.83 -0.31 -0.23
H -10.0247 -1.6203 7.0166 -0.54 -0.38 -1.02
C 1.4040 -0.8626 1.9840 1.73 -0.68 -1.08
O 2.7736 -1.2920 1.5630 -2.15 0.21 -0.32
C 3.6550 -0.2755 1.0988 -0.02 -0.35 1.13
C 4.9313 -0.9507 0.6040 -0.37 -0.56 1.34
O 5.6766 -1.5300 1.6896 -0.16 0.24 -0.84
C 4.9965 -2.4914 2.5120 0.55 1.45 0.01
C 6.0915 -3.3838 2.9889 -0.26 -0.58 0.27
O 5.4559 -4.4009 3.7484 -2.07 0.67 -0.59
C 6.2833 -5.1376 4.5624 2.08 0.34 -0.85
H 0.8421 -0.4993 1.1235 0.11 0.31 -0.06
H 1.4468 -0.1184 2.7793 0.01 -0.06 0.07
H 0.8899 -1.7760 2.2828 0.24 0.11 0.32
H 3.8679 0.2828 2.0105 0.44 0.74 -0.15
H 3.2404 0.3907 0.3422 -0.30 -0.07 -0.16
H 5.6114 -0.2227 0.1617 -0.12 -0.05 -0.20
H 4.6433 -1.7471 -0.0823 0.10 0.07 -0.41
H 4.2187 -3.0433 1.9843 0.11 0.03 0.06
H 4.5903 -1.8973 3.3306 -0.51 -0.49 0.18
H 6.8561 -2.8561 3.5589 -0.10 0.21 0.38
H 6.6000 -3.7009 2.0784 0.17 -0.87 -0.03
H 7.0170 -5.4703 3.8281 0.84 -0.90 0.62
H 5.8673 -5.9900 5.0995 -0.58 0.36 -0.27
H 6.7893 -4.4415 5.2314 0.19 -0.22 0.58
C -3.3036 -0.5589 -1.6019 0.30 -0.93 -1.13
C -2.0028 -0.8725 -0.8293 -1.28 1.49 -1.83
C -0.8600 -0.0393 -1.4336 0.21 -0.62 0.17
O -0.0951 -0.9032 -2.3011 -0.11 0.28 -0.94
C 0.2026 -0.3747 -3.5999 -0.38 0.63 0.39
N -2.2595 -0.5307 0.5164 0.29 -0.16 2.68
H -3.2756 -1.0637 -2.5676 -0.05 0.11 -0.37
H -3.4307 0.5080 -1.7853 0.03 -0.03 0.19
H -4.1764 -0.9780 -1.1013 -0.01 0.12 0.14
H -1.7542 -1.9240 -0.9727 0.11 -0.06 0.43
H -0.2310 0.3379 -0.6273 0.33 -0.30 0.12
H -1.2499 0.8690 -1.8929 -0.01 -0.18 -0.60
H 0.8125 -1.0171 -4.2350 0.35 -0.39 0.77
H 0.6992 0.5867 -3.4689 0.16 0.14 -0.23
H -0.6623 -0.2060 -4.2415 -0.63 0.11 0.38
H -3.1220 -0.9429 0.8424 0.32 -0.65 0.07
H -2.5020 0.4292 0.7161 0.73 0.54 -0.69